Formula: C76H205N7O23
Source: OMol25
Level of theory: ωB97M-V/def2-TZVPD

ORCA input file:
```
! wB97M-V def2-TZVPD RIJCOSX def2/J DEFGRID3
* xyz 0 1
C -3.0209 -0.2957 -4.1571
C -2.0210 0.3224 -5.0529
C -2.0273 1.8080 -4.8676
O -0.7141 -0.2409 -4.8220
H -4.0347 0.2088 -4.2471
H -2.7469 -0.1777 -3.0872
H -3.2788 -1.3675 -4.3960
H -2.2415 -0.0305 -6.0641
H -1.1263 2.2698 -5.3556
H -1.7893 2.0406 -3.8020
H -2.9249 2.3486 -5.2101
H -0.5197 -0.0586 -3.8614
C 1.9193 -0.3690 -8.4468
C 0.6907 -0.6792 -7.6372
C -0.4805 -0.5715 -8.5984
O 0.7598 -2.0803 -7.2726
H 2.0039 -1.0039 -9.3200
H 2.8367 -0.5344 -7.8944
H 1.8923 0.6702 -8.8624
H 0.5326 -0.0814 -6.7086
H -0.5621 0.4569 -8.9599
H -1.5171 -0.7186 -8.1872
H -0.3200 -1.1733 -9.4913
H 0.1740 -2.1370 -6.4808
C 5.4747 -5.5753 2.9894
C 4.9991 -6.8132 2.2234
C 3.9702 -7.5646 3.0270
O 4.2824 -6.3902 1.0419
H 6.0213 -4.8009 2.3554
H 6.2007 -5.9098 3.7970
H 4.5912 -5.1968 3.4982
H 5.8197 -7.4923 1.9841
H 3.9284 -8.6148 2.7923
H 2.9844 -7.1549 2.8730
H 4.1373 -7.5858 4.0902
H 4.9025 -5.9132 0.4787
C 0.8148 2.9535 3.7777
C -0.6367 2.6506 3.6887
C -1.0594 2.5179 2.2262
O -0.7541 1.4134 4.3318
H 1.0423 3.8884 3.2861
H 1.3588 2.1275 3.2914
H 1.1567 2.9898 4.8295
H -1.1860 3.4737 4.1749
H -0.9002 3.4449 1.7086
H -2.1405 2.2331 2.1510
H -0.4731 1.6822 1.8524
H -1.6996 1.2672 4.4127
C -2.9563 -1.7376 2.8626
C -4.2048 -1.6252 1.9993
C -5.3111 -2.6949 2.1333
O -4.7274 -0.3147 2.2879
H -2.3484 -0.8418 2.6948
H -2.5117 -2.6898 2.5567
H -3.2462 -1.7530 3.9367
H -3.9152 -1.6455 0.9793
H -4.9554 -3.7128 1.8862
H -6.1807 -2.5032 1.4429
H -5.7430 -2.7067 3.1202
H -5.3830 -0.1091 1.5896
C 6.0160 3.2063 -2.8441
C 5.3028 2.2094 -1.9308
C 6.2634 1.2183 -1.3835
O 4.7242 3.0139 -0.8735
H 5.3371 3.9989 -3.1375
H 6.1941 2.7337 -3.8063
H 6.9214 3.5527 -2.3949
H 4.4605 1.7413 -2.4521
H 6.9901 1.8272 -0.8316
H 6.8307 0.6262 -2.1526
H 5.8277 0.4936 -0.7209
H 4.1290 2.4147 -0.4156
C 3.7431 -0.5336 2.7376
C 3.8150 0.1291 1.3950
C 3.3317 -0.8548 0.3815
O 3.0418 1.3478 1.3142
H 2.7146 -0.6118 3.1507
H 4.3735 -0.0631 3.4889
H 4.1390 -1.5684 2.6765
H 4.8525 0.4027 1.2209
H 4.1296 -1.5749 0.1663
H 3.0439 -0.3293 -0.5833
H 2.5306 -1.4569 0.7288
H 3.4843 1.9838 1.8890
C -1.9710 6.7348 1.0215
C -3.0528 6.8138 -0.0402
C -4.2324 5.9448 0.3618
O -3.5585 8.1464 -0.2922
H -2.4107 6.9775 1.9546
H -1.1322 7.3836 0.7366
H -1.5460 5.7216 1.0692
H -2.6730 6.4884 -0.9905
H -3.9864 4.8659 0.3628
H -4.9681 6.0648 -0.4559
H -4.7189 6.1493 1.3408
H -2.8199 8.7297 -0.0707
C -0.4656 2.3096 7.7098
C 0.8309 1.6730 8.2206
C 1.7620 1.2826 7.1346
O 1.3272 2.6599 9.1793
H -1.2807 2.2557 8.4515
H -0.8889 1.6968 6.9215
H -0.3302 3.2927 7.3871
H 0.5295 0.7663 8.7517
H 2.4318 0.5074 7.4770
H 2.3605 2.1621 6.8096
H 1.3540 0.8127 6.2349
H 2.1376 2.3619 9.6022
C -5.3222 0.2570 5.7692
C -4.7331 1.5502 5.1819
C -4.1883 2.4603 6.2944
O -3.7050 1.3005 4.2701
H -5.6923 -0.3563 4.9289
H -6.1486 0.4231 6.4390
H -4.4633 -0.2103 6.3231
H -5.4971 2.1567 4.6470
H -3.3926 2.0966 6.9441
H -4.9740 2.7708 7.0416
H -3.9272 3.4328 5.8959
H -4.0112 0.5794 3.6263
C -5.6780 2.8683 -3.7718
C -5.6602 2.1235 -2.5000
C -4.4409 2.3224 -1.7007
O -6.7855 2.3782 -1.6188
H -4.8102 2.6069 -4.3320
H -5.6613 3.9514 -3.5854
H -6.5959 2.5526 -4.3181
H -5.6836 1.0014 -2.7157
H -4.6047 1.8385 -0.7252
H -4.2087 3.3966 -1.5341
H -3.6510 1.9172 -2.2971
H -7.4874 2.5099 -2.2638
C 1.3875 -2.5611 5.4411
C 0.5262 -2.6856 4.1855
C 1.2698 -3.3639 3.0569
O -0.6387 -3.5377 4.4456
H 2.2161 -1.9160 5.1459
H 1.6062 -3.5857 5.8223
H 0.8170 -2.0375 6.1939
H 0.0749 -1.7078 3.9845
H 2.0778 -2.7722 2.6465
H 0.5663 -3.6371 2.2592
H 1.6174 -4.3921 3.3981
H -1.0746 -3.1373 5.2293
C -2.3164 -7.2683 4.5435
C -1.1034 -6.8934 3.6184
C -0.8406 -8.0192 2.6332
O -1.4140 -5.7401 2.8604
H -3.1075 -7.6578 3.8958
H -2.6842 -6.4116 5.0269
H -1.9551 -8.0489 5.2097
H -0.1984 -6.6734 4.1779
H 0.0935 -7.7678 2.1949
H -1.7058 -7.9727 1.9677
H -0.7954 -8.9879 3.1152
H -1.2764 -4.9648 3.3840
C -0.7895 -6.3798 -0.5636
C 0.4121 -5.6712 -1.2475
C 1.6915 -5.3966 -0.4381
O 0.7254 -6.4251 -2.4594
H -1.1103 -5.9359 0.3890
H -0.5430 -7.4364 -0.4855
H -1.6652 -6.2603 -1.2786
H 0.0171 -4.7348 -1.7030
H 2.1754 -6.3662 -0.3105
H 1.3944 -5.0580 0.5697
H 2.2889 -4.6724 -0.9494
H 1.2183 -7.1800 -2.1821
C -0.5959 6.7316 -4.0883
C -1.3445 5.4188 -4.3289
C -2.8780 5.4214 -4.3814
O -0.7472 4.8440 -5.5334
H -0.7743 7.1810 -3.1441
H -0.9020 7.5408 -4.7603
H 0.4717 6.6086 -4.2310
H -1.0473 4.7395 -3.5396
H -3.2184 4.4219 -4.6098
H -3.1399 6.1396 -5.1713
H -3.2697 5.6412 -3.4154
H -0.8996 5.4492 -6.2529
C -0.1382 -0.3429 0.3242
C -0.2275 -0.8488 -1.0981
C -1.4029 -1.7623 -1.3416
O -0.1707 0.1296 -2.1234
H -1.0780 0.1224 0.7065
H 0.6256 0.4394 0.5401
H 0.1506 -1.1411 1.0519
H 0.6729 -1.4474 -1.1636
H -1.1787 -2.2477 -2.2907
H -2.3311 -1.1694 -1.4182
H -1.6419 -2.5001 -0.5851
H 0.6564 0.6456 -2.0799
C 4.0835 -3.5058 -5.3096
C 3.4540 -2.8525 -4.0821
C 4.4872 -2.3697 -3.0715
O 5.2276 -3.5216 -2.6084
C 6.1706 -3.0850 -1.6684
N 2.7390 -1.6456 -4.5827
H 3.4880 -3.3594 -6.1679
H 4.3646 -4.5406 -5.1517
H 5.0303 -3.0329 -5.5912
H 2.8334 -3.6004 -3.5275
H 3.8741 -1.9392 -2.2504
H 5.1673 -1.5613 -3.3978
H 6.5475 -2.1013 -1.9685
H 6.9562 -3.8427 -1.5220
H 5.6964 -2.9883 -0.6657
H 1.9512 -1.4543 -3.9403
H 2.2308 -1.8628 -5.4596
C -6.1653 2.7844 1.8757
C -7.0909 1.5355 2.0257
C -8.4632 2.0757 2.3415
O -8.4352 2.6082 3.6163
C -9.7197 3.0660 4.0455
N -7.0210 0.6341 0.8234
H -5.1138 2.4392 1.8000
H -6.2474 3.4163 2.7584
H -6.4825 3.3634 1.0084
H -6.7381 0.9697 2.8703
H -9.2841 1.2802 2.3398
H -8.7633 2.8429 1.6127
H -10.4816 2.2840 3.9900
H -10.0292 3.9247 3.3850
H -9.5869 3.4099 5.1131
H -7.8833 0.1303 0.5688
H -6.8831 1.2245 -0.0043
C -4.6966 -3.2686 -6.9598
C -3.1355 -2.9941 -6.9757
C -2.5639 -3.8627 -5.8304
O -1.2239 -3.4533 -5.5582
C -0.5853 -4.0454 -4.5185
N -2.6573 -3.3697 -8.2960
H -4.9514 -4.3045 -7.2000
H -5.1145 -2.5532 -7.6799
H -5.0395 -2.9851 -5.9820
H -3.0039 -1.9022 -6.8178
H -2.5806 -4.9252 -6.0391
H -3.1639 -3.6718 -4.9178
H -1.2057 -4.0199 -3.6046
H 0.2944 -3.4804 -4.2547
H -0.3886 -5.1125 -4.6755
H -1.6657 -3.2270 -8.3818
H -3.2068 -2.9388 -9.0177
C 5.7334 -0.1823 -7.3460
C 6.0885 0.1375 -5.9077
C 7.1617 1.1779 -5.9327
O 8.2264 0.6370 -6.6991
C 9.2544 1.5633 -6.6487
N 4.9771 0.7517 -5.1464
H 5.1774 0.6804 -7.7579
H 5.0456 -1.0189 -7.3858
H 6.5945 -0.3600 -7.9848
H 6.4009 -0.7736 -5.3343
H 7.4401 1.4401 -4.9261
H 6.8075 2.0580 -6.4967
H 9.5749 1.6755 -5.5980
H 9.0068 2.5385 -7.0501
H 10.0614 1.2975 -7.3484
H 4.2676 0.0946 -4.8311
H 4.4853 1.3511 -5.7574
C -3.7255 -4.4862 7.3241
C -2.2401 -4.4047 7.7112
C -1.8353 -2.9416 7.9996
O -1.7918 -2.2558 6.7573
C -1.3680 -0.8973 6.8762
N -1.9981 -5.1548 8.9014
H -4.0017 -5.5378 7.3370
H -3.9683 -4.0867 6.3336
H -4.3672 -3.9415 8.0553
H -1.6300 -4.8690 6.9117
H -0.8682 -3.0681 8.4468
H -2.5925 -2.5851 8.6768
H -0.8895 -0.5548 5.9597
H -0.7655 -0.7223 7.7375
H -2.2288 -0.2518 7.0358
H -2.6693 -4.8490 9.6032
H -2.1723 -6.1424 8.7828
C 3.6581 5.2016 1.7835
C 4.7842 4.6187 2.6326
C 4.4382 4.5792 4.1135
O 4.0818 5.8548 4.6601
C 5.2134 6.5751 5.0935
N 5.0450 3.2066 2.2508
H 2.8344 4.4957 1.5936
H 4.1277 5.3270 0.8078
H 3.3587 6.2070 2.0794
H 5.7083 5.2653 2.4853
H 5.3365 4.3070 4.6081
H 3.6106 3.9162 4.2254
H 4.7440 7.4703 5.5409
H 5.8399 6.8432 4.2545
H 5.7786 5.9936 5.8434
H 5.8425 2.6898 2.6964
H 5.1536 3.2405 1.2452
C 0.2099 3.8484 -1.2283
C 1.1402 3.3302 -2.2797
C 2.2045 4.3095 -2.7236
O 3.0185 3.7452 -3.7251
C 2.3700 3.7107 -5.0299
N 1.8367 2.0981 -2.0132
H 0.5829 3.7379 -0.2055
H -0.7481 3.2758 -1.2469
H 0.0308 4.9143 -1.4277
H 0.5558 3.0939 -3.2110
H 2.8712 4.6104 -1.8974
H 1.7320 5.1654 -3.1596
H 1.8454 4.6577 -5.1677
H 1.6943 2.8480 -5.0259
H 3.1901 3.6309 -5.7169
H 2.0418 1.9467 -1.0203
H 2.6955 2.0583 -2.5602
*
```

Summary:
Max |F| = 3.057 eV/A
LUMO energy = 0.44 eV
Energy = -5132.22406 hartree
Gap between HOMO and LUMO = 9.25 eV



Formula: C21H43NO16S3
Source: OMol25
Level of theory: ωB97M-V/def2-TZVPD

ORCA input file:
```
! wB97M-V def2-TZVPD RIJCOSX def2/J DEFGRID3
* xyz 0 1
C 1.1644 -0.2663 -0.6271
C -0.1814 0.2338 -1.0430
O -0.8847 -0.3828 -1.7886
N -0.5236 1.4087 -0.4649
C -1.8347 2.0303 -0.7701
H 1.8257 0.5546 -0.3498
H 1.6845 -0.8017 -1.4214
H 1.0203 -0.9005 0.2477
H 0.1383 2.0291 -0.0209
H -1.8689 2.9384 -0.1681
H -2.7335 1.5446 -0.3901
H -1.9638 2.4139 -1.7822
C -0.8368 -0.7882 -4.7487
C 0.4051 -0.6491 -3.9284
O 1.4449 -1.3234 -4.5780
S 0.8082 -2.5388 -5.5508
O 0.3642 -3.6843 -4.7532
O 1.6209 -2.8365 -6.7346
O -0.4328 -1.5373 -5.8851
H -1.1876 0.1906 -5.0757
H -1.6662 -1.2292 -4.1956
H 0.2789 -1.0911 -2.9401
H 0.6096 0.4198 -3.8674
C 2.1316 2.9360 2.5809
C 1.5361 1.5534 2.2761
O 0.2121 1.7751 1.7353
S -0.1040 3.3833 1.5125
O -1.3776 3.8830 2.0113
O 0.1377 3.6176 0.0535
O 1.1155 3.8333 2.5420
H 2.8030 3.3408 1.8235
H 2.6768 2.9427 3.5247
H 1.4790 0.8745 3.1269
H 2.0385 1.0392 1.4568
C -2.2501 5.8972 0.9432
C -1.4606 6.1734 -0.3221
O -2.4134 6.0296 -1.3745
S -3.4431 4.7073 -1.0128
O -2.8280 3.5029 -1.5672
O -4.7969 5.0646 -1.4374
O -3.1918 4.9110 0.6159
H -2.8178 6.7926 1.1963
H -1.5700 5.5238 1.7088
H -0.6814 5.4119 -0.3546
H -1.0915 7.1921 -0.4409
C -0.9976 -0.8681 3.2941
C -0.5059 -1.9075 4.3409
C 0.4381 -2.8146 3.4660
O 0.7421 -1.9608 2.3813
C -0.2659 -1.0490 1.9935
H -0.9447 0.1417 3.7010
H -2.0718 -0.8933 3.1109
H -1.3668 -2.4252 4.7639
H 0.2027 -1.4541 5.0340
H -0.0293 -3.6300 2.9140
H 1.2630 -3.2145 4.0557
H -0.9464 -1.5580 1.3108
H 0.2019 -0.1366 1.6239
C -2.1538 -2.4356 -1.6420
C -1.8024 -2.8800 -0.2755
C -0.8567 -4.1357 -0.4457
O -0.3419 -4.0081 -1.8191
C -0.8054 -2.7243 -2.3318
H -2.4303 -1.3819 -1.6074
H -2.9997 -3.0632 -1.9225
H -2.6885 -3.0602 0.3331
H -1.2010 -2.1193 0.2223
H -1.5199 -4.9762 -0.2411
H -0.0316 -4.1786 0.2653
H -0.8356 -2.6626 -3.4196
H 0.0235 -2.1040 -1.9907
C 2.6459 -2.9791 0.8621
C 3.2303 -2.1618 1.9784
C 3.1113 -0.6396 1.5813
O 2.4545 -0.7437 0.2839
C 2.7648 -1.9007 -0.3205
H 1.6084 -3.2084 1.1051
H 3.1637 -3.9345 0.7768
H 4.3087 -2.3171 2.0085
H 2.8026 -2.3693 2.9593
H 4.1247 -0.2855 1.3926
H 2.5223 -0.0701 2.3001
H 3.7814 -1.8363 -0.7084
H 2.0499 -2.1739 -1.0966
*
```

Summary:
Max |F| = 14.382 eV/A
LUMO energy = -0.23 eV
Energy = -3278.31240 hartree
Gap between HOMO and LUMO = 7.41 eV
Energy above the lowest of the compared OMol25 structures with the same formula, charge and spin = 442.3 kcal/mol



Formula: C25H33FGdN3O4
Source: OMol25
Level of theory: ωB97M-V/def2-TZVPD

ORCA input file:
```
! wB97M-V def2-TZVPD RIJCOSX def2/J DEFGRID3
* xyz 2 8
Gd -3.1904 0.8931 -1.9429
C -1.9742 1.6382 -4.2616
C -1.7800 2.7236 -3.3712
C -3.1086 3.2560 -3.0883
C -4.0213 2.5021 -3.8282
C -3.2992 1.5977 -4.6029
H -1.1539 1.0211 -4.6237
H -0.8403 3.1331 -3.0403
H -3.3756 4.0010 -2.3931
H -5.0240 2.6910 -3.9858
H -3.8244 0.9464 -5.2769
C 0.9315 -1.2229 4.8746
C 0.4422 -2.0333 3.6812
N 0.1651 -1.1868 2.5096
C -1.2071 -1.0312 2.1966
C -1.6290 -0.5294 0.9636
C -2.9768 -0.1467 0.5302
O -3.2220 1.0406 0.7748
O -3.5553 -0.7788 -0.4071
C -0.5997 -0.0324 0.0468
O -0.9260 0.3285 -1.1493
C 0.7845 -0.0606 0.4756
C 1.7837 0.5116 -0.3341
C 3.0863 0.4645 -0.0124
F 4.0470 0.9117 -0.8701
C 3.4696 -0.0681 1.2096
C 2.5149 -0.6493 2.0186
C 1.1484 -0.6641 1.6830
N 4.8582 -0.0891 1.5768
C 5.8177 -0.7459 0.6965
C 7.1820 -0.1386 0.8119
N 7.6396 -0.2704 2.2580
C 6.5979 0.1730 3.2189
C 5.2085 -0.2980 2.9383
H 1.5296 -1.7740 5.5784
H 0.1771 -0.7169 5.4529
H 1.6848 -0.4830 4.5583
H -0.4916 -2.5194 3.9486
H 1.1641 -2.8017 3.3834
H -1.7197 -1.5268 2.9908
H 1.5673 0.9016 -1.3363
H 2.8316 -1.2153 2.8517
H 5.5104 -0.6943 -0.3376
H 5.8353 -1.8533 0.9049
H 7.0543 0.9141 0.5994
H 7.9521 -0.6123 0.2688
H 8.5092 0.2760 2.5165
H 7.8525 -1.2697 2.4559
H 6.6698 1.2352 3.2763
H 6.8532 -0.2058 4.1985
H 4.4550 0.3304 3.5211
H 5.1003 -1.3678 3.2417
C -6.1601 1.5719 -1.1078
C -6.4372 0.4223 -2.0536
O -5.2780 -0.0350 -2.7658
C -5.3317 -1.2307 -3.5254
C -3.9748 -1.9034 -3.3222
H -7.0425 1.8242 -0.6078
H -5.8954 2.4085 -1.7488
H -5.3907 1.3222 -0.3442
H -7.2961 0.6626 -2.7116
H -6.7859 -0.4174 -1.4495
H -5.6695 -0.9978 -4.5257
H -6.1527 -1.8579 -3.1477
H -3.2443 -1.2473 -3.8065
H -4.0347 -2.7840 -3.9447
H -3.8107 -2.2430 -2.2887
*
```

Summary:
Max |F| = 3.505 eV/A
LUMO energy (spin up / spin down) = -5.26 / -5.25 eV
Energy = -2302.58557 hartree
<S²> = 15.76
Gap between HOMO and LUMO (spin up / spin down) = 7.57 / 7.60 eV
Energy above the lowest of the compared OMol25 structures with the same formula, charge and spin = 87.3 kcal/mol